No. 1
Entry from the Open Molecules 2025 dataset: one molecule with the formula C8H12 (ωB97M-V/def2-TZVPD).

```
! wB97M-V def2-TZVPD RIJCOSX def2/J DEFGRID3
* xyz 0 1
H 2.25 2.68 2.02
H -1.11 -0.81 -1.69
H 2.35 1.90 -0.23
C -0.31 1.78 -0.98
C 0.40 0.93 -0.25
H 2.26 0.39 0.63
C -1.96 -3.31 -1.16
C -0.11 -0.41 0.11
C 1.42 2.02 1.76
H -1.18 -2.73 0.75
C 1.70 1.30 0.41
H 0.20 -0.81 1.06
H -1.29 1.49 -1.35
H 0.51 2.59 1.70
C -1.33 -2.50 -0.30
H -2.08 -3.09 -2.21
H -2.30 -4.29 -0.86
H 0.05 2.77 -1.23
H 1.40 1.26 2.54
C -0.86 -1.17 -0.71
*
```

energy above the lowest of the compared OMol25 structures with the same formula, charge and spin: 69.82 kJ/mol
largest force on an atom: 1.15 eV/Å
orbital gap: 9.09 eV

No. 2
Entry from the Open Molecules 2025 dataset: one molecule with the formula C8H12 (ωB97M-V/def2-TZVPD).

```
! wB97M-V def2-TZVPD RIJCOSX def2/J DEFGRID3
* xyz 0 1
C 1.53 0.14 0.34
H -2.64 2.67 -1.07
H -2.80 -1.15 -1.72
H 4.44 0.12 0.71
C -2.76 -0.81 -0.69
C 0.23 0.02 -0.33
H -0.64 1.45 0.85
H -2.12 -1.54 -0.21
H -3.85 1.32 -1.39
C -2.84 1.61 -1.10
C -0.83 0.75 0.06
C 3.74 -0.52 1.26
C 2.47 -0.79 0.49
C -2.14 0.58 -0.61
H 2.34 -1.79 0.12
H 1.66 1.11 0.81
H 3.50 -0.13 2.24
H -3.72 -0.77 -0.17
H 4.37 -1.40 1.33
H 0.06 -0.86 -0.94
*
```

energy above the lowest of the compared OMol25 structures with the same formula, charge and spin: 105.14 kJ/mol
largest force on an atom: 1.79 eV/Å
orbital gap: 9.14 eV

No. 3
Entry from the Open Molecules 2025 dataset: C8H12BeF2NO12S2 as an isolated structure (ωB97M-V/def2-TZVPD).

```
! wB97M-V def2-TZVPD RIJCOSX def2/J DEFGRID3
* xyz -3 1
O 1.18 0.10 2.28
H 3.56 0.73 3.49
H -2.58 4.20 -1.35
O -2.04 -1.16 -3.86
H 2.18 -4.44 -0.33
H 3.12 2.10 2.45
C -0.94 2.76 -0.92
O 2.26 -1.78 -3.51
H -0.83 4.92 -1.36
O -0.35 -2.93 -4.32
C 2.25 0.31 1.70
C -1.56 4.21 -0.96
C -3.44 1.36 3.00
H -2.87 2.28 3.17
O 2.33 -0.03 0.51
H 2.08 -2.71 -0.65
F -1.52 -2.97 -2.44
H 0.74 -3.72 -1.03
C 0.86 -3.31 1.06
S -0.87 -1.93 -3.43
O 1.43 -3.56 2.09
H -3.82 1.04 3.97
F 1.84 0.35 -2.42
O -0.16 -2.57 1.13
O 0.09 2.50 -0.27
Be -0.15 -0.15 -0.09
O 0.74 0.00 -4.51
O -1.55 1.89 -1.52
H 4.26 1.11 1.88
H -1.74 4.51 0.08
S 1.19 -0.81 -3.37
C 1.52 -3.57 -0.29
O -2.32 -0.06 1.39
N 0.10 -1.03 -2.33
C -2.41 0.24 2.59
O -1.80 -0.26 3.55
H -4.12 1.32 2.16
C 3.34 1.04 2.46
*
```

energy above the lowest of the compared OMol25 structures with the same formula, charge and spin: 141.84 kJ/mol
largest force on an atom: 8.21 eV/Å
orbital gap: 5.95 eV